Record 1
ORCA calculation (ωB97M-V/def2-TZVPD) on a 10-piece molecular cluster, C39H98O30S7 overall at a distorted geometry.

Calculated values
Structure (SMILES): CCOS(C)(=O)=O.CCOS(C)(=O)=O.CCOS(C)(=O)=O.CCOS(C)(=O)=O.CCOS(C)(=O)=O.CCOS(C)(=O)=O.CCOS(C)(=O)=O.COCCOCCOC.COCCOCCOC.COCCOCCOC
Gap between HOMO and LUMO (eV): 8.92
E_HOMO (eV): -8.930
Energy relative to the best compared isomer or geometry (same formula, charge and spin) (kcal per mole): 680.04

ORCA input file:
```
! wB97M-V def2-TZVPD RIJCOSX def2/J DEFGRID3
* xyz 0 1
O -2.04 0.94 1.97
S -1.64 2.31 1.80
O -0.22 2.70 1.79
O -2.46 2.87 0.42
C -1.99 3.99 -0.28
C -2.72 3.90 -1.58
C -2.49 3.44 3.11
H -0.92 3.87 -0.43
H -2.15 4.86 0.37
H -3.73 3.52 -1.46
H -2.24 3.30 -2.36
H -2.83 4.87 -2.06
H -2.03 3.19 4.07
H -3.56 3.23 3.15
H -2.18 4.44 2.82
O 4.41 1.49 -4.69
S 4.44 0.05 -4.70
O 4.30 -0.84 -5.82
O 5.73 -0.44 -3.79
C 6.09 -1.82 -3.82
C 7.33 -2.38 -3.03
C 3.20 -0.48 -3.42
H 6.41 -1.95 -4.86
H 5.17 -2.35 -3.59
H 6.96 -2.19 -2.02
H 8.19 -1.71 -3.00
H 7.62 -3.43 -3.06
H 3.48 -1.50 -3.15
H 2.21 -0.57 -3.85
H 3.17 0.19 -2.56
O 3.59 -2.49 -2.15
S 3.60 -3.52 -1.10
O 4.80 -4.40 -0.98
O 3.22 -2.84 0.41
C 2.61 -1.59 0.40
C 2.93 -0.94 1.72
C 2.22 -4.68 -1.27
H 1.54 -1.64 0.20
H 3.18 -1.01 -0.34
H 2.51 -1.57 2.51
H 2.45 0.02 1.85
H 4.00 -0.78 1.81
H 1.33 -4.14 -0.96
H 2.49 -5.58 -0.72
H 2.20 -5.04 -2.30
O -2.13 -4.83 5.18
S -3.33 -4.11 5.05
O -3.87 -3.38 6.19
O -3.18 -3.01 3.76
C -2.22 -3.41 2.79
C -2.61 -2.70 1.55
C -4.62 -5.29 4.45
H -2.27 -4.48 2.57
H -1.18 -3.19 3.01
H -2.06 -3.01 0.66
H -2.43 -1.62 1.55
H -3.65 -2.93 1.32
H -4.22 -5.91 3.65
H -5.45 -4.67 4.11
H -5.03 -5.89 5.27
O -0.69 -0.58 8.25
S -1.51 -0.18 7.10
O -2.09 1.19 7.05
O -0.69 -0.38 5.74
C -0.18 -1.65 5.36
C -0.32 -1.64 3.81
C -2.90 -1.44 6.79
H -0.70 -2.42 5.92
H 0.89 -1.74 5.58
H -1.39 -1.85 3.69
H 0.29 -2.47 3.45
H -0.04 -0.67 3.40
H -3.20 -1.62 7.82
H -2.50 -2.40 6.45
H -3.74 -0.94 6.32
O 5.08 0.41 -2.02
S 5.94 1.57 -2.38
O 5.44 2.42 -3.49
O 6.07 2.57 -1.04
C 6.27 1.86 0.20
C 4.90 1.66 0.89
C 7.74 1.12 -2.63
H 6.74 2.53 0.93
H 6.80 0.92 0.06
H 4.26 2.54 0.97
H 5.18 1.56 1.94
H 4.32 0.82 0.51
H 7.76 0.61 -3.60
H 7.85 0.37 -1.84
H 8.26 2.07 -2.63
O -2.04 -5.29 -0.20
S -2.34 -4.46 -1.36
O -2.93 -5.12 -2.49
O -3.23 -3.12 -0.94
C -3.34 -2.14 -1.96
C -4.69 -1.71 -1.61
C -0.72 -3.72 -1.85
H -3.20 -2.59 -2.94
H -2.61 -1.33 -1.83
H -4.96 -1.58 -0.56
H -5.47 -2.43 -1.83
H -4.89 -0.84 -2.24
H 0.13 -4.14 -1.30
H -0.87 -2.65 -1.76
H -0.63 -3.98 -2.91
C 2.52 1.68 -1.57
O 1.80 1.13 -0.46
C 0.45 0.87 -0.93
C -0.36 0.49 0.32
O 0.00 -0.78 1.00
C -0.47 -1.92 0.47
C -0.14 -3.08 1.49
O -0.44 -4.29 0.79
C -0.46 -5.46 1.58
H 2.28 2.72 -1.74
H 2.52 1.28 -2.59
H 3.59 1.72 -1.33
H 0.45 0.12 -1.73
H 0.05 1.86 -1.16
H -1.44 0.50 0.17
H -0.23 1.31 1.02
H 0.11 -2.03 -0.45
H -1.55 -1.90 0.30
H -0.47 -2.90 2.51
H 0.95 -3.18 1.57
H -0.76 -6.29 0.94
H -0.99 -5.51 2.53
H 0.62 -5.46 1.71
C -6.34 -0.32 1.01
O -5.17 -0.45 0.31
C -4.21 0.53 0.63
C -3.16 0.74 -0.52
O -3.68 1.66 -1.56
C -4.86 1.31 -2.29
C -4.76 2.19 -3.57
O -5.91 2.11 -4.31
C -5.80 1.04 -5.29
H -7.13 -0.97 0.64
H -6.90 0.61 0.93
H -6.09 -0.40 2.07
H -3.71 0.19 1.54
H -4.64 1.52 0.82
H -2.75 -0.16 -0.98
H -2.29 1.15 -0.01
H -5.82 1.52 -1.83
H -4.77 0.28 -2.64
H -3.92 1.96 -4.22
H -4.56 3.20 -3.21
H -6.72 0.62 -5.69
H -5.34 0.18 -4.81
H -5.11 1.46 -6.03
C 2.22 2.07 1.91
O 2.70 3.13 1.06
C 1.71 4.02 0.58
C 2.34 5.30 0.23
O 1.51 6.05 -0.71
C 2.19 6.34 -1.91
C 1.28 7.22 -2.96
O 0.29 6.38 -3.67
C -0.58 5.76 -2.84
H 1.63 2.36 2.78
H 3.09 1.55 2.31
H 1.64 1.33 1.37
H 0.82 4.19 1.18
H 1.37 3.59 -0.36
H 3.33 5.09 -0.16
H 2.56 5.91 1.11
H 2.46 5.44 -2.46
H 3.12 6.88 -1.76
H 1.98 7.69 -3.65
H 0.67 8.04 -2.57
H -0.18 5.04 -2.12
H -1.33 5.41 -3.55
H -1.14 6.39 -2.15
*
```


Record 2
ORCA calculation (ωB97M-V/def2-TZVPD) on C4H6O2 as an isolated structure.

Calculated values
Gap between HOMO and LUMO (eV): 8.35
E_HOMO (eV): -8.142
Energy relative to the best compared isomer or geometry (same formula, charge and spin) (kcal per mole): 105.08

ORCA input file:
```
! wB97M-V def2-TZVPD RIJCOSX def2/J DEFGRID3
* xyz 0 1
O 0.51 -1.58 -1.01
C 0.24 -0.78 -0.02
C -1.07 -0.61 0.46
C -0.91 0.83 -0.19
O 0.35 1.42 0.27
C 1.24 0.32 0.30
H -0.32 -2.11 -1.10
H -1.76 1.34 0.23
H -1.04 -0.31 1.52
H -0.96 0.90 -1.29
H 1.68 0.18 1.29
H 2.03 0.41 -0.45
*
```


Record 3
ORCA calculation (ωB97M-V/def2-TZVPD) on an isolated ion of composition C5H12N2O and charge -1 at a distorted geometry.

Calculated values
Gap between HOMO and LUMO (alpha / beta) (eV): 3.55 / 6.75
E_HOMO (alpha / beta) (eV): 0.076 / -3.124
Energy relative to the best compared isomer or geometry (same formula, charge and spin) (kcal per mole): 21.94

ORCA input file:
```
! wB97M-V def2-TZVPD RIJCOSX def2/J DEFGRID3
* xyz -1 2
N -2.84 -1.17 0.57
C -1.90 -0.42 -0.24
C -1.65 -0.97 -1.63
C -0.56 -0.36 0.59
N 0.59 0.13 -0.18
C 1.22 1.36 0.44
C 2.68 1.38 0.06
O 3.40 0.42 0.55
H -3.80 -0.93 0.39
H -2.70 -2.16 0.45
H -2.17 0.63 -0.31
H -0.65 -0.73 -1.96
H -2.20 -0.43 -2.41
H -1.84 -2.03 -1.79
H -0.43 -1.39 0.96
H -0.78 0.28 1.43
H 1.34 -0.53 -0.01
H 0.71 2.27 0.09
H 1.11 1.33 1.53
H 3.02 2.00 -0.77
*
```


> The lowest energy relative to the best compared isomer or geometry (same formula, charge and spin) belongs to which entry?

C5H12N2O


> energy relative to the best compared isomer or geometry (same formula, charge and spin) of number 1 (C39H98O30S7)?

680.04 kcal per mole


> What is the energy relative to the best compared isomer or geometry (same formula, charge and spin) in the second record?

105.08 kcal per mole